(1)
{
  "formula": "C15H17ClNO3",
  "method": "ωB97M-V/def2-TZVPD",
  "symbols": ["C", "C", "C", "O", "C", "H", "H", "H", "H", "H", "H", "C", "C", "O", "C", "C", "N", "C", "C", "C", "C", "C", "Cl", "C", "C", "O", "H", "H", "H", "H", "H", "H", "H", "H", "H", "H", "H"],
  "xyz": [[-1.75390, 0.00570, 3.35238], [-0.63558, 1.01535, 3.05085], [0.20155, -0.14747, 2.52912], [1.25640, -0.24312, 1.96155], [-0.83137, -1.17367, 3.02622], [-2.06651, 0.02362, 4.39658], [-2.59911, 0.08860, 2.66978], [-0.86657, 1.79793, 2.32595], [-0.20084, 1.44566, 3.95733], [-0.47372, -1.70041, 3.91897], [-1.18472, -1.88501, 2.27375], [0.46923, -4.70704, 0.22603], [1.41279, -3.54828, 0.03663], [0.57256, -2.39558, -0.23477], [1.24707, -1.27556, -0.55430], [0.33655, -0.12283, -0.73028], [0.88099, 0.98448, -1.09849], [0.37810, 2.14093, -1.36670], [1.20755, 3.24820, -1.78066], [0.69843, 4.56471, -1.79897], [1.51599, 5.63668, -2.11105], [2.85546, 5.41594, -2.46732], [3.86205, 6.74535, -2.87286], [3.37233, 4.10283, -2.50190], [2.55037, 3.02377, -2.15048], [2.45403, -1.21420, -0.68872], [1.00000, -5.58664, 0.59824], [-0.31878, -4.44139, 0.93777], [0.00293, -4.95959, -0.73087], [1.98696, -3.34314, 0.94840], [2.09453, -3.71974, -0.80698], [-0.74221, -0.28976, -0.62939], [-0.70565, 2.31785, -1.26732], [-0.35367, 4.70476, -1.55637], [1.12698, 6.65475, -2.09462], [4.40802, 3.94454, -2.79392], [2.93543, 1.99986, -2.16147]],
  "forces_ev_per_angstrom": [[-0.357, 0.084, 0.453], [0.019, 0.382, -0.227], [1.170, -0.406, -0.305], [-0.902, 0.153, 0.984], [0.214, -0.345, -0.320], [-0.353, 0.028, -0.152], [-0.035, 0.005, 0.183], [0.187, 0.005, 0.060], [0.054, 0.083, -0.161], [-0.008, -0.025, -0.222], [0.177, 0.029, 0.115], [-0.164, -0.155, -0.080], [-0.412, 0.672, -0.037], [0.321, -1.596, 0.344], [-0.378, 2.673, -0.655], [0.090, -1.819, -0.017], [1.178, 0.305, -0.415], [-0.925, 0.628, 0.001], [-0.141, -0.429, 0.208], [0.327, -0.290, -0.127], [0.390, 0.075, -0.269], [-0.803, -1.398, 0.369], [0.521, 0.686, -0.207], [-0.749, 0.162, 0.275], [0.596, 0.813, -0.271], [0.035, -0.913, 0.144], [-0.016, 0.020, -0.025], [0.101, -0.078, -0.062], [-0.054, -0.031, 0.150], [0.063, -0.023, -0.253], [-0.058, 0.157, 0.304], [-0.048, 0.075, 0.080], [0.023, 0.135, 0.000], [0.197, 0.124, 0.043], [0.109, -0.200, -0.031], [-0.162, 0.023, 0.046], [-0.206, 0.393, 0.078]],
  "lowdin_charge": [-0.19, -0.09, -0.38, 0.12, -0.09, 0.09, 0.10, 0.11, 0.11, 0.11, 0.11, -0.09, -0.24, -0.06, -0.56, -0.18, 0.01, -0.21, -0.24, -0.08, -0.15, -0.74, 0.60, -0.12, -0.04, 0.04, 0.07, 0.07, 0.07, 0.12, 0.12, 0.10, 0.09, 0.10, 0.09, 0.09, 0.11],
  "total_charge": -1,
  "homo_energy_ev": -2.3059,
  "molar_mass_g_mol": 294.8
}

(2)
{
  "formula": "C32H36BrCsN9O5S4",
  "method": "ωB97M-V/def2-TZVPD",
  "symbols": ["Cs", "N", "C", "C", "C", "C", "C", "C", "N", "C", "C", "C", "S", "C", "N", "H", "H", "H", "H", "H", "H", "H", "O", "C", "C", "C", "C", "C", "C", "N", "H", "H", "H", "H", "H", "H", "H", "S", "C", "N", "C", "C", "S", "H", "H", "H", "H", "H", "C", "C", "S", "O", "O", "C", "C", "N", "C", "N", "C", "C", "N", "O", "O", "C", "H", "H", "H", "H", "H", "H", "H", "H", "H", "H", "H", "H", "H", "Br", "C", "C", "C", "C", "N", "C", "H", "H", "H", "H"],
  "xyz": [[-0.13047, -0.07330, 0.16529], [-3.61523, 3.11069, 2.86324], [-2.57758, 3.69575, 3.55792], [-2.48960, 4.85062, 4.32534], [-1.25046, 5.14774, 4.85669], [-0.13508, 4.32203, 4.64093], [-0.23680, 3.17304, 3.88645], [-1.47576, 2.86370, 3.32691], [-1.83330, 1.81656, 2.50171], [-3.10258, 1.99949, 2.25178], [-3.91996, 1.13531, 1.40244], [-5.27796, 1.18566, 1.25943], [-5.79641, -0.00845, 0.15855], [-4.16219, -0.48661, -0.04485], [-3.29920, 0.17425, 0.65290], [-4.55144, 3.46623, 2.78025], [-3.34184, 5.48883, 4.49717], [-1.13344, 6.04073, 5.45087], [0.82328, 4.60619, 5.05635], [0.60937, 2.52284, 3.72041], [-5.98571, 1.82810, 1.74747], [-3.89572, -1.27893, -0.71780], [-1.00972, -2.49935, 1.36365], [-1.84906, -3.50516, 0.82568], [-1.86780, -3.46073, -0.68477], [-2.52499, -4.47748, -1.37646], [-2.56234, -4.42977, -2.75567], [-1.94127, -3.37297, -3.40589], [-1.31319, -2.41273, -2.63512], [-1.27728, -2.44657, -1.30260], [-1.01330, -2.61050, 2.32091], [-2.87730, -3.37577, 1.19144], [-1.50964, -4.49962, 1.13962], [-2.98890, -5.29035, -0.83763], [-3.06180, -5.20575, -3.31740], [-1.93911, -3.29855, -4.48224], [-0.81296, -1.57360, -3.10124], [2.39747, 0.31185, -1.98952], [3.73170, 1.20708, -1.61555], [4.79503, 0.77688, -0.92801], [5.99275, 1.59797, -0.95360], [5.50563, 3.02739, -1.18339], [3.96026, 2.86261, -2.13106], [4.82786, -0.20086, -0.67550], [6.65927, 1.27250, -1.76018], [6.52532, 1.51147, -0.00337], [6.21809, 3.61021, -1.76111], [5.30226, 3.54316, -0.24592], [2.62718, 5.52222, 8.39711], [2.37059, 4.18744, 7.72185], [3.41037, 4.02962, 6.27939], [4.78893, 4.17209, 6.66184], [2.88541, 4.86929, 5.22765], [3.17915, 2.34068, 5.73899], [4.13714, 2.09563, 4.57769], [3.59789, 1.14512, 3.61636], [3.04160, 1.44983, 2.41636], [2.62542, 0.37168, 1.77727], [2.94228, -0.68579, 2.56109], [3.56075, -0.23451, 3.69378], [4.03816, -1.01643, 4.78267], [3.89033, -2.21260, 4.69125], [4.49507, -0.43992, 5.74934], [2.86828, 2.81963, 1.86665], [1.95265, 5.63486, 9.24447], [2.45103, 6.34379, 7.70692], [3.65291, 5.58005, 8.75160], [1.34480, 4.09580, 7.36886], [2.60279, 3.34956, 8.37393], [2.13966, 2.24885, 5.42787], [3.38185, 1.67060, 6.56632], [5.10073, 1.73405, 4.94597], [4.30306, 3.02672, 4.03511], [2.72816, -1.70418, 2.29629], [3.47013, 3.56834, 2.37139], [1.82702, 3.12969, 1.94732], [3.11816, 2.80392, 0.81007], [0.67272, 4.67964, -4.68306], [-0.68179, 3.77551, -3.72947], [-2.01750, 4.05967, -3.95038], [-2.95561, 3.35590, -3.21360], [-2.51470, 2.41279, -2.29969], [-1.23123, 2.13929, -2.09293], [-0.33037, 2.80918, -2.79687], [-2.31245, 4.80461, -4.67422], [-4.01077, 3.53740, -3.34812], [-3.22073, 1.85049, -1.70389], [0.70788, 2.55785, -2.62510]],
  "forces_ev_per_angstrom": [[-0.002, 0.701, 0.141], [0.039, -0.019, 0.010], [0.094, 0.047, 0.048], [0.065, -0.025, 0.036], [-0.060, -0.070, -0.045], [-0.002, 0.033, 0.090], [-0.132, 0.030, 0.008], [0.022, 0.120, 0.029], [-0.086, -0.241, -0.167], [-0.021, 0.014, -0.016], [-0.198, 0.096, 0.043], [0.152, -0.087, -0.005], [0.096, 0.047, -0.001], [-0.265, -0.005, 0.012], [0.193, -0.028, -0.064], [0.035, -0.019, -0.020], [-0.096, 0.083, 0.018], [0.013, 0.094, 0.054], [-0.154, 0.018, -0.096], [0.080, -0.075, -0.032], [-0.096, 0.100, 0.082], [0.086, -0.244, -0.196], [-0.068, -0.359, 0.174], [-0.131, -0.163, 0.014], [-0.084, -0.125, 0.044], [0.073, 0.096, 0.037], [0.010, 0.027, 0.013], [0.030, 0.035, 0.032], [-0.055, -0.070, -0.128], [-0.053, -0.069, 0.086], [0.014, 0.062, -0.034], [0.063, -0.024, -0.034], [-0.040, 0.054, -0.030], [-0.041, -0.071, 0.063], [-0.027, -0.043, -0.029], [0.006, 0.016, -0.062], [0.042, 0.080, -0.059], [0.147, 0.009, -0.206], [0.071, -0.055, -0.051], [-0.090, -0.086, 0.041], [0.163, 0.033, 0.058], [0.017, 0.031, -0.028], [0.012, -0.029, 0.038], [-0.028, 0.079, -0.005], [-0.065, 0.043, 0.051], [-0.019, 0.011, -0.120], [0.014, 0.003, 0.031], [-0.013, -0.020, 0.000], [0.006, 0.076, 0.024], [0.048, -0.034, -0.210], [0.038, -0.199, 0.144], [0.058, 0.014, 0.066], [0.141, 0.128, -0.016], [-0.025, 0.153, 0.086], [0.368, 0.128, 0.032], [0.250, -0.186, -0.208], [-0.171, 0.155, 0.103], [-0.005, -0.136, -0.123], [0.188, 0.109, 0.216], [-0.236, 0.005, -0.275], [-0.543, 0.086, 0.044], [0.132, -0.422, -0.118], [0.334, 0.256, 0.324], [-0.031, 0.073, 0.059], [0.023, -0.005, 0.002], [-0.016, 0.073, -0.028], [0.034, 0.024, 0.032], [-0.083, -0.045, -0.041], [0.066, -0.106, 0.056], [-0.068, -0.010, -0.008], [0.000, -0.093, 0.131], [-0.265, 0.127, -0.105], [0.038, -0.110, 0.075], [-0.003, -0.129, -0.025], [0.028, 0.059, -0.009], [-0.048, 0.042, 0.011], [0.037, -0.006, -0.141], [-0.027, -0.021, 0.024], [0.001, 0.005, 0.006], [0.095, -0.027, 0.019], [0.043, -0.023, 0.032], [-0.168, 0.073, -0.032], [0.008, -0.204, 0.186], [0.160, 0.141, -0.170], [-0.010, 0.039, -0.039], [-0.078, 0.007, 0.000], [-0.106, -0.057, 0.055], [0.075, 0.002, -0.008]],
  "lowdin_charge": [0.90, 0.17, -0.19, -0.01, -0.07, -0.08, -0.02, -0.22, 0.15, -0.28, -0.32, -0.34, 1.06, -0.47, 0.00, 0.16, 0.11, 0.11, 0.06, 0.09, 0.07, 0.07, -0.24, -0.19, -0.28, -0.02, -0.05, -0.05, -0.13, 0.01, 0.10, 0.13, 0.13, 0.12, 0.11, 0.11, 0.11, 0.51, -1.18, -0.06, -0.21, -0.41, 0.93, 0.14, 0.13, 0.12, 0.08, 0.07, -0.11, -0.29, 0.64, -0.29, -0.32, -0.20, -0.13, 0.05, -0.33, 0.06, -0.04, -0.14, -0.34, 0.11, 0.09, 0.04, 0.08, 0.08, 0.08, 0.10, 0.11, 0.10, 0.10, 0.14, 0.11, 0.12, 0.08, 0.08, 0.06, 0.77, -0.67, -0.10, -0.05, -0.14, 0.03, -0.20, 0.11, 0.11, 0.09, 0.05],
  "total_charge": 1,
  "relative_energy_kcal_mol": 18.61,
  "homo_energy_ev": -10.5751,
  "molar_mass_g_mol": 967.8
}

(3)
{
  "formula": "C2H4ClNO2",
  "method": "ωB97M-V/def2-TZVPD",
  "symbols": ["C", "C", "N", "O", "O", "Cl", "H", "H", "H", "H"],
  "xyz": [[1.11800, 0.01953, -0.63215], [-0.08174, 0.45934, 0.18805], [-0.83092, -0.45759, 0.94158], [0.92959, -1.27599, -1.11609], [2.00077, 0.71765, -1.00462], [0.32124, 1.82484, 1.18981], [-0.73550, 0.97687, -1.17163], [-1.75649, -0.70055, 0.64593], [-0.98513, -0.06227, 1.84198], [0.02017, -1.50184, -0.88286]],
  "forces_ev_per_angstrom": [[-0.743, -1.667, -0.891], [-1.092, 2.114, -3.610], [-0.146, -0.708, -0.098], [0.293, 1.459, 0.404], [0.326, -0.115, 0.397], [0.172, 0.595, -0.034], [1.083, -1.219, 3.673], [-0.238, -0.033, -0.877], [0.210, 0.078, 0.872], [0.135, -0.503, 0.165]],
  "lowdin_charge": [-0.59, -0.75, 0.00, 0.07, 0.11, 0.70, 0.25, 0.09, 0.05, 0.08],
  "total_charge": 0,
  "relative_energy_kcal_mol": 40.74,
  "homo_energy_ev": -10.0130,
  "molar_mass_g_mol": 109.5
}

(4)
{
  "formula": "C4H11N2O",
  "method": "ωB97M-V/def2-TZVPD",
  "symbols": ["C", "C", "C", "C", "N", "N", "O", "H", "H", "H", "H", "H", "H", "H", "H", "H", "H", "H"],
  "xyz": [[-0.24134, -2.05447, -2.36927], [0.31501, -1.22068, -1.39617], [-1.47353, 0.35259, 0.74565], [-0.79008, 0.62811, -0.57634], [2.02767, 0.74180, 1.06586], [0.34981, -0.27252, -0.60385], [1.02265, -2.22971, -1.68430], [-1.01728, -2.67813, -1.98583], [-0.15813, -1.99589, -3.44552], [-0.75033, 0.45184, 1.53510], [-2.16353, 1.09365, 0.99529], [-2.06063, -0.60659, 0.55041], [-0.47401, 1.62633, -0.83520], [-1.50735, 0.34127, -1.39301], [2.66728, 0.03872, 1.50170], [2.56257, 1.45490, 0.75309], [1.34644, 0.99391, 1.73696], [1.20524, 0.12028, 0.14982]],
  "forces_ev_per_angstrom": [[-1.536, -0.836, -1.262], [0.266, 1.004, -0.283], [-0.408, -0.800, -1.293], [-1.510, -0.639, -1.109], [-0.581, -4.520, 0.929], [0.315, 1.607, 0.557], [2.229, -1.859, 0.488], [-0.460, -0.721, -0.070], [-0.030, 0.579, 0.022], [0.175, -1.021, 0.597], [-1.459, 1.256, 0.099], [1.164, 0.974, 1.255], [0.204, 0.468, 0.485], [0.730, 0.298, 0.559], [-0.771, 0.765, -0.432], [1.868, 3.110, -1.096], [-0.378, 0.791, 1.040], [0.183, -0.455, -0.485]],
  "lowdin_charge": [0.07, -0.37, -0.05, -0.21, 0.15, 0.10, 0.19, 0.13, 0.14, 0.06, 0.06, 0.12, 0.12, 0.14, 0.13, 0.05, 0.07, 0.09],
  "total_charge": 1,
  "relative_energy_kcal_mol": 78.24,
  "homo_energy_ev": -15.2948,
  "molar_mass_g_mol": 103.1
}

(5)
{
  "formula": "C4H13N3",
  "method": "ωB97M-V/def2-TZVPD",
  "symbols": ["C", "C", "N", "H", "H", "H", "H", "H", "H", "H", "C", "N", "C", "N", "H", "H", "H", "H", "H", "H"],
  "xyz": [[-2.04813, -0.31457, -0.83086], [-1.11144, 0.63322, 1.10203], [-1.38187, -1.32129, -1.35186], [-1.63192, -2.19928, -0.90146], [0.05885, -1.00683, -1.32878], [-2.94131, -0.47700, -0.23681], [-1.99100, 0.64808, -1.32541], [-2.16044, 0.59022, 1.38783], [-0.76046, 1.64975, 1.27290], [-0.55236, -0.07887, 1.71180], [1.70373, 1.33192, 0.52320], [1.77445, -1.40906, -0.05211], [0.80848, 0.66941, -0.46829], [0.99581, -0.56309, -0.88413], [1.23163, -1.66775, 0.77054], [1.96630, -2.25110, -0.58068], [0.21799, 1.27572, -1.13834], [1.59163, 0.90662, 1.52166], [1.48390, 2.39618, 0.58133], [2.74616, 1.18773, 0.22744]],
  "forces_ev_per_angstrom": [[0.214, -0.137, 0.004], [0.088, -0.099, -0.389], [-0.083, 0.138, 0.119], [-0.026, 0.091, -0.019], [0.060, 0.071, 0.048], [0.074, -0.006, 0.018], [0.011, 0.003, 0.009], [0.003, 0.001, 0.017], [0.038, 0.023, 0.056], [0.024, 0.013, 0.075], [-0.035, -0.025, 0.054], [-0.053, 0.191, -0.056], [-0.007, -0.388, -0.017], [-0.109, 0.155, 0.218], [-0.021, 0.019, -0.080], [-0.032, 0.039, 0.026], [-0.040, -0.013, 0.006], [-0.040, -0.010, -0.046], [-0.005, -0.051, -0.019], [-0.064, -0.014, -0.023]],
  "lowdin_charge": [-0.19, -0.10, -0.06, 0.05, 0.06, 0.07, 0.06, -0.02, -0.02, -0.01, -0.09, 0.05, -0.21, -0.10, 0.08, 0.08, 0.11, 0.07, 0.08, 0.09],
  "total_charge": 0,
  "relative_energy_kcal_mol": 118.71,
  "homo_energy_ev": -6.9787,
  "molar_mass_g_mol": 103.2
}

(6)
{
  "formula": "C3H9N",
  "method": "ωB97M-V/def2-TZVPD",
  "symbols": ["C", "N", "C", "C", "H", "H", "H", "H", "H", "H", "H", "H", "H"],
  "xyz": [[0.81387, -0.91267, -0.67838], [-0.05685, 0.19534, -0.29179], [-1.36855, -0.24104, 0.14491], [0.56763, 1.06753, 0.66389], [0.22869, -1.60133, -1.29081], [1.11356, -1.49726, 0.20723], [1.67173, -0.54169, -1.23306], [-1.62561, 0.06717, 1.16002], [-2.15049, 0.09116, -0.54412], [-1.45835, -1.32271, 0.18170], [-0.09870, 1.91174, 0.80401], [1.52888, 1.41342, 0.31374], [0.81124, 0.55898, 1.61045]],
  "forces_ev_per_angstrom": [[-0.901, -0.014, 0.388], [0.342, -0.353, -0.375], [-0.501, -0.285, -0.102], [0.110, -0.159, 0.102], [0.230, 0.118, -0.244], [0.349, 0.056, -0.038], [0.111, -0.093, 0.052], [0.103, 0.345, -0.017], [-0.018, 0.167, 0.131], [0.185, -0.349, -0.099], [0.140, 0.222, 0.389], [0.213, 0.297, -0.442], [-0.364, 0.047, 0.256]],
  "lowdin_charge": [-0.11, -0.33, -0.12, -0.14, 0.08, 0.08, 0.08, 0.08, 0.08, 0.07, 0.08, 0.07, 0.08],
  "total_charge": 0,
  "relative_energy_kcal_mol": 19.16,
  "smiles": "CN(C)C",
  "homo_energy_ev": -8.3116,
  "molar_mass_g_mol": 59.1
}